Entry 1:
78
Properties=species:S:1:pos:R:3:forces:R:3:mulliken_charge:R:1 method="wB97M-V/def2-TZVPD" e_homo_ev=-5.913 total_charge=-1 orbital_gap_ev=8.44
C 5.623929 4.979926 0.281443 -0.4144 -0.0813 0.2079 -1.365
C 6.833476 4.323656 -0.301247 1.0418 0.0113 0.1979 0.715
H 5.753232 5.143242 1.364065 -0.0445 0.0412 -0.3146 0.435
H 4.771199 4.312604 0.115911 0.0786 0.4275 0.2774 0.028
H 5.414929 5.956586 -0.204095 0.0572 -0.5247 0.2521 0.183
C 8.064167 4.762626 0.021045 -0.5500 -0.4208 -0.3751 0.138
C 8.338959 5.916769 0.935263 0.3540 0.0930 0.3136 -1.464
H 8.953709 4.272353 -0.369679 -0.2838 0.1935 -0.0985 0.347
H 7.923965 5.760710 1.943181 -0.0222 0.0831 -0.2547 0.290
H 7.962927 6.881551 0.559941 0.0307 -0.2929 0.0737 0.299
H 9.427576 5.991111 1.049056 -0.2056 0.2488 0.0787 0.378
Zn 2.111754 2.860604 -1.612636 -0.1496 -0.4749 0.6142 0.464
Cl 0.522845 2.231933 -3.011308 -0.0611 0.1093 -0.0486 -0.544
Cl 3.622077 4.376059 -2.100526 -0.3555 0.2854 -0.6579 -0.467
C 2.069865 -0.936978 -3.124856 0.5179 1.2654 0.6723 -0.286
O 2.322135 -0.390042 -2.052281 -0.2934 -1.2931 -1.4538 -0.071
N 2.648249 -2.099317 -3.571659 -0.2212 -0.1803 0.4558 0.290
C 3.332408 -2.916162 -2.570331 0.2093 0.2179 0.0607 -0.801
C 2.860086 -2.384934 -4.982217 -0.1961 0.0920 -0.1106 -0.926
H 1.356143 -0.472634 -3.832326 0.2156 -0.0910 -0.0351 0.273
H 2.613973 -3.272747 -1.813885 0.2205 0.1892 -0.2424 0.276
H 4.117638 -2.340780 -2.046175 -0.3435 -0.3800 -0.2763 0.102
H 3.764979 -3.779590 -3.085556 0.0294 0.1449 0.2127 0.359
H 2.007626 -2.090513 -5.607967 0.0017 0.0382 0.3529 0.321
H 3.001369 -3.461922 -5.115134 -0.0466 0.1560 0.0337 0.313
H 3.737267 -1.870207 -5.400985 -0.0177 -0.0946 0.2155 0.309
H 1.858169 2.961635 4.272044 -0.0424 0.0493 0.0531 0.328
H 4.410440 2.104567 3.497064 -0.1417 -0.2157 -0.0171 0.327
C 1.954359 2.023359 4.826432 -0.1897 0.0954 -0.2282 -0.992
C 4.117531 1.195502 4.045005 0.3849 0.0819 -0.0106 -0.980
N 2.683584 1.032740 4.066691 0.0027 0.0522 0.0720 0.190
H 0.965005 1.646805 5.085043 -0.0456 0.0513 -0.1342 0.366
C 2.056034 0.193060 3.204624 0.3533 -1.4079 -0.6566 0.082
O 2.590359 -0.749070 2.615634 -0.4969 1.1144 0.8522 -0.584
H 4.592204 0.333432 3.583359 -0.1283 0.0053 -0.0950 0.291
H 0.973541 0.372440 3.076032 0.1479 0.1473 0.2497 0.371
H 2.474358 2.226359 5.766349 0.0425 -0.0731 -0.0993 0.302
H 4.496249 1.293308 5.066124 -0.0452 -0.0621 0.0221 0.351
O 5.731283 2.196120 -0.693896 0.5449 -1.0438 0.4270 0.218
C 6.564039 3.192794 -1.297645 -0.4529 0.7585 0.0005 0.468
C 8.818427 2.089934 -1.254097 0.1867 -0.2467 -0.3894 -0.347
C 7.803049 2.687267 -1.997512 -0.2813 -0.5009 -0.2521 -0.182
H 8.764634 2.169577 -0.163926 0.0982 -0.2923 -0.4552 0.645
C 9.837951 1.378612 -1.898917 -0.2364 0.4251 0.2613 -0.912
H 5.889065 3.639211 -2.035083 0.3829 0.0419 -0.1963 0.124
C 7.863574 2.676776 -3.401666 0.3461 -0.3429 0.2120 -0.251
H 10.594833 0.904778 -1.272369 -0.0869 -0.0223 -0.3487 0.371
C 9.864505 1.297245 -3.293544 -0.1618 0.0357 0.2241 -0.484
C 8.890278 1.968696 -4.046312 0.0785 0.1779 0.0878 -0.639
H 7.075530 3.187089 -3.967775 0.3084 -0.2909 0.1783 0.363
H 10.636314 0.689597 -3.774081 -0.2524 0.3135 0.0357 0.367
H 8.947165 1.931660 -5.141281 -0.1388 0.0253 0.4683 0.355
Si 5.737603 0.497051 -0.726471 0.3728 0.1146 0.3641 0.070
Cl 2.277650 2.270916 0.587871 -0.6145 0.8184 -0.2201 -0.572
C 7.238874 -0.219707 0.202203 0.3939 0.0057 -0.1630 -1.323
C 5.823289 -0.071542 -2.520180 -0.0752 -0.1544 -0.0851 -0.686
C 4.287510 -0.223573 0.225529 -0.4845 0.7284 -0.1820 0.079
H 8.206296 -0.151879 -0.310562 -0.2769 0.0262 0.0502 0.371
H 7.088564 -1.286111 0.430281 -0.2097 0.2652 -0.0116 0.437
H 7.338143 0.318115 1.154186 -0.0364 -0.1205 -0.0255 0.274
H 4.459839 -0.505026 1.280002 0.2638 0.3665 -0.5374 0.480
H 3.832984 -1.096925 -0.251503 0.2680 0.0779 -0.1158 0.082
H 3.469382 0.537177 0.209699 0.7423 -0.9150 0.1435 -0.712
H 6.772722 0.137785 -3.023835 -0.0119 0.0858 0.2366 0.304
H 5.026538 0.368644 -3.133613 0.0168 -0.1375 0.1781 0.238
H 5.704049 -1.163579 -2.512444 -0.0355 0.1694 -0.1245 0.224
C -3.227588 -2.919180 -0.738735 0.1589 -0.0065 0.2748 -0.876
N -1.964575 -2.328710 -0.310900 -0.0661 0.2321 -0.3907 0.183
C -1.062880 -2.874313 0.583507 0.8175 0.5055 -0.6073 -0.559
C 0.082432 -2.091545 0.490075 -1.8306 -0.0423 -0.0548 -0.488
N -0.164172 -1.043292 -0.360594 0.0763 0.0603 -0.6166 -0.247
C -1.360224 -1.214817 -0.873403 0.3805 -1.1339 1.4355 -0.229
H -3.093517 -4.002261 -0.857131 -0.0973 0.2703 -0.1076 0.323
H -4.022231 -2.752130 0.000186 0.1519 0.0214 -0.1506 0.277
H -3.532301 -2.477485 -1.696547 0.1317 -0.1486 0.3000 0.297
H -1.269547 -3.761655 1.161103 -0.1030 0.0187 -0.1288 0.425
H 1.009179 -2.200955 1.015004 0.2540 0.1515 0.1830 0.475
H -1.871913 -0.594395 -1.589763 0.0851 0.1011 -0.0570 0.406


Entry 2:
74
Properties=species:S:1:pos:R:3:forces:R:3:mulliken_charge:R:1 method="wB97M-V/def2-TZVPD" e_homo_ev=-8.783 smiles="C=CC[C@@](C#N)(CCOCC)[C@@](O)(C#N)CCCCCCCCC.ClCCCl.ClCCCl" total_charge=0 orbital_gap_ev=9.26
C 1.161012 -4.435295 3.383970 -0.3725 -0.2807 -0.2811 -0.722
C 0.957471 -4.088470 2.096004 0.4542 0.3118 1.2273 -0.404
C 1.374330 -2.739001 1.604428 1.0184 -0.8800 -1.5086 -1.884
C 0.164968 -1.851641 1.185675 0.7415 -0.2093 -0.0324 2.944
C 0.733009 -0.493610 1.119394 1.4199 2.7645 -1.0361 -1.702
N 1.237998 0.547614 0.919142 -1.3407 -2.6113 0.8073 -0.825
C -0.319947 -2.298786 -0.220431 -0.7185 0.4583 0.4471 -1.090
C -0.147697 -1.293223 -1.329411 -0.1103 -0.5255 -0.9059 -0.700
O 1.206580 -1.216347 -1.708241 -0.0409 -0.2092 0.2983 -0.399
C 1.349899 -0.810822 -3.050704 0.4844 0.8220 -0.1447 -0.621
C 0.859480 0.630337 -3.302398 0.2433 -0.9010 0.0906 -0.511
C -0.976418 -1.792271 2.234763 -0.0863 -0.1499 -0.0383 2.556
O -1.758394 -2.963159 2.297988 -0.2926 -0.2024 -0.0793 -0.736
C -0.323846 -1.614952 3.560039 1.1160 2.0059 2.6411 -1.304
N 0.158182 -1.171084 4.536739 -1.1924 -1.6046 -2.5340 -0.672
C -1.934934 -0.610612 1.930959 -0.0774 -0.1338 0.8502 -0.398
C -1.900408 0.552551 2.913025 -0.7510 0.8214 -0.3587 -0.671
C -3.007670 1.550292 2.520542 0.2431 -0.5233 -0.6337 -1.195
C -2.671757 2.361141 1.257223 -0.2215 -0.6227 0.1278 -0.211
C -3.828529 2.440677 0.254940 0.5106 1.2037 -0.0264 -0.762
C -3.325909 2.628210 -1.173756 -0.1930 -0.5878 -0.2667 -1.125
C -2.774606 1.315886 -1.779356 -0.2678 0.7333 -0.0252 1.119
C -3.714496 0.672712 -2.785345 -0.1729 -0.9303 0.4015 -0.731
C -4.954996 0.084758 -2.095650 0.4934 0.4746 -0.2343 -1.171
H 0.340762 -4.836122 3.967192 0.3799 -1.5770 -0.2465 0.246
H 2.112036 -4.322812 3.883208 -0.2307 1.5069 0.4933 0.231
H 0.463901 -4.812973 1.457293 -1.2437 0.6306 -0.0880 0.515
H 1.959300 -2.864368 0.690191 0.1435 0.3840 -0.1557 0.864
H 2.005243 -2.194946 2.289546 -0.0583 -0.1678 0.5320 0.610
H -1.383643 -2.521397 -0.144207 -0.1948 0.0098 -0.1335 0.546
H 0.169333 -3.213342 -0.533851 0.2137 -0.1787 0.1480 0.385
H -0.698168 -1.676455 -2.196656 -0.2474 -0.0683 -0.0295 0.818
H -0.587085 -0.321361 -1.114780 0.1231 0.2057 0.2789 0.138
H 0.883711 -1.524488 -3.732405 -0.2589 -0.1472 0.0376 0.340
H 2.412578 -0.834347 -3.260674 0.2519 -0.2208 0.1283 0.465
H 1.663574 1.209581 -3.742501 -0.3308 -0.1168 -0.2282 0.090
H -0.021261 0.603577 -3.934373 -0.1575 0.3919 -0.0943 0.279
H 0.634401 1.093992 -2.347708 -0.1432 0.1526 0.1210 0.232
H -1.476741 -3.608805 1.648400 0.2427 -0.1637 -0.0176 0.630
H -2.935837 -1.023073 1.994647 -0.1506 -0.2593 -0.0288 0.534
H -1.814139 -0.278176 0.905403 0.2308 0.0967 -0.1665 -0.644
H -2.153295 0.221450 3.911969 0.3071 -0.3424 0.2397 0.526
H -0.937211 1.049991 2.925582 0.2695 0.0197 0.1183 0.332
H -3.867026 0.927903 2.271364 -0.3264 0.0233 0.1588 0.411
H -3.311405 2.163449 3.361699 0.1226 0.2459 0.1026 0.499
H -1.845568 1.880170 0.733718 0.3045 -0.0524 0.1219 0.025
H -2.324359 3.347964 1.548055 0.0417 0.2346 -0.1785 0.512
H -4.467344 1.565653 0.301315 -0.1339 -0.1590 0.1277 0.392
H -4.404582 3.329358 0.510004 -0.4773 -0.1219 0.1000 0.468
H -4.147533 2.963873 -1.806495 -0.0832 0.1752 -0.0610 0.402
H -2.561851 3.398854 -1.214829 0.0861 0.2025 0.1202 0.336
H -2.643788 0.613587 -0.956516 0.2977 -0.1935 -0.0052 -0.685
H -1.811968 1.519463 -2.239726 0.1989 -0.1657 -0.0345 -0.027
H -3.205208 -0.167476 -3.257943 0.2164 0.0354 -0.2284 0.358
H -4.025654 1.354801 -3.571267 0.1062 0.2208 -0.1165 0.416
H -5.586435 0.907829 -1.776632 -0.4024 -0.1052 0.1280 0.261
H -5.485283 -0.585329 -2.761771 -0.3069 0.0314 -0.0949 0.447
H -4.652032 -0.483477 -1.220241 -0.0185 -0.1108 0.1756 0.210
Cl 6.222746 -1.585660 -0.055093 -0.0144 -0.0168 -0.0215 -0.202
C 5.250865 -0.789325 1.209245 -0.0625 0.0849 0.0076 -0.084
C 5.323902 -1.519131 2.526465 -0.0154 0.1309 0.0897 -0.509
Cl 4.500306 -3.099695 2.460702 0.2549 -0.1290 0.0355 -0.154
H 4.226614 -0.716323 0.849771 -0.0046 -0.0528 -0.0168 -0.060
H 5.646909 0.217513 1.328606 0.0364 -0.0112 0.0323 0.329
H 4.824606 -0.933422 3.296912 -0.0577 0.0076 -0.0375 0.286
H 6.351508 -1.689754 2.835712 0.0150 -0.0680 -0.0677 0.432
Cl 5.975908 3.492987 -3.736349 -0.0012 0.0061 -0.0252 -0.186
C 4.845849 4.421818 -2.719156 0.0338 0.0604 0.0641 -0.412
C 3.593722 3.644989 -2.405687 -0.0553 -0.0122 0.1334 -0.390
Cl 2.572471 3.401574 -3.847436 0.2165 0.4279 -0.0702 -0.204
H 4.617856 5.351652 -3.233281 -0.0149 -0.0324 -0.0676 0.314
H 5.369790 4.656949 -1.794322 -0.0093 -0.0493 0.0232 0.314
H 2.992307 4.191831 -1.681756 0.0041 0.0452 -0.0234 0.322
H 3.823897 2.666547 -1.990880 0.0157 -0.0312 -0.0661 0.262


Entry 3:
78
Properties=species:S:1:pos:R:3:forces:R:3:mulliken_charge:R:1 method="wB97M-V/def2-TZVPD" e_homo_ev="-14.837 / -14.817" total_charge=+2 orbital_gap_ev="5.57 / 2.08" multiplicity=6
Fe 3.320087 -2.527586 0.074182 -2.2202 1.3672 2.3211 1.241
Cl 1.136249 0.161327 0.292256 -0.1948 -0.8786 -6.9011 1.418
O -0.270414 -0.066238 -0.023988 1.4679 0.4496 1.5105 -0.345
O 1.472419 1.184434 1.123961 -0.5425 2.7105 4.0839 -0.510
O 1.720574 -1.097956 0.793369 1.3827 -2.9793 0.7014 -0.406
O 1.860194 0.432916 -0.937879 -0.4457 -0.8072 -0.1691 -0.798
C -3.918336 -2.809332 1.574330 1.2562 -0.0306 0.4117 -1.298
C -2.781064 -1.944977 2.159880 0.2157 0.3993 0.5535 0.017
C -1.505575 -2.710691 2.623262 -0.8900 -0.6873 -0.6262 -0.141
C -1.762141 -3.417154 3.878227 0.4791 0.8943 -1.8019 0.057
N -2.010835 -3.925555 4.859427 -0.3016 -0.9821 1.7527 -0.427
H -4.613954 -2.151832 1.052887 -0.1581 -0.3194 0.0957 0.351
H -4.390617 -3.388010 2.368177 -0.2804 0.2011 -0.0716 0.427
H -3.482033 -3.543865 0.897426 -0.2014 0.0455 -0.3562 0.280
H -3.181221 -1.426057 3.030908 0.0452 0.3119 -0.0757 0.458
H -2.444377 -1.197527 1.441517 -0.0857 0.0442 -0.1110 -0.160
H -0.564210 -2.167231 2.704291 -0.3232 0.5060 0.0423 0.214
H -1.356168 -3.439492 1.826624 0.3177 -0.3695 0.0963 0.213
C 1.814334 2.597036 -3.983027 0.3344 0.4286 1.4324 -1.014
C 0.454259 2.072568 -3.674081 -1.1468 -0.2089 0.1284 0.602
C -0.054488 1.170244 -4.803980 -0.4696 0.9198 0.1136 -0.655
C 0.446261 -0.151232 -4.687877 1.1421 -3.5898 0.8306 0.310
N 0.896422 -1.216616 -4.540103 -0.7290 1.9119 -0.1455 -0.536
H 2.459657 1.775886 -4.295076 0.0334 0.2538 -0.5396 0.355
H 2.206751 2.885454 -3.007875 0.4610 0.4808 -0.1247 -0.012
H 1.769020 3.482256 -4.617407 0.3819 -0.3517 -0.2546 0.394
H -0.308692 2.829929 -3.494041 0.1488 0.6951 -0.5639 0.268
H 0.427727 1.599633 -2.692379 0.3156 -0.8307 -0.1759 -0.377
H 0.344548 1.486771 -5.767663 -0.4193 0.6057 -0.1141 0.345
H -1.144132 1.195387 -4.791944 0.0322 -0.2896 -0.4973 0.347
C -0.705257 4.688040 1.216396 -0.9748 -2.2309 -0.8418 -0.724
C -1.581003 4.532863 -0.057368 -0.8027 1.9586 0.7338 -0.679
C -2.059396 2.975874 -0.398458 0.1541 -1.5341 0.8969 0.686
C -2.834554 2.358483 0.665255 3.9408 3.4959 -5.3796 0.072
N -3.371238 1.817493 1.493086 -2.8676 -2.6551 4.2084 -0.145
H -1.284449 4.498252 2.120066 0.2184 0.0332 0.0438 0.445
H -0.512977 5.759277 1.156606 0.4355 0.3715 -0.1137 0.325
H 0.122331 3.986365 1.112292 0.3979 0.5922 0.4372 0.143
H -1.145095 4.973612 -0.953926 0.1623 -0.7865 -0.4292 0.410
H -2.464782 5.144625 0.123722 -0.2791 -0.2189 -0.1631 0.448
H -1.204278 2.360161 -0.677304 0.3422 -0.0321 0.6474 -0.390
H -2.619690 3.015742 -1.332579 -0.6202 0.9634 -0.0967 0.387
C 1.511348 -6.603613 5.544552 -0.6149 0.4243 -0.9788 -1.293
C 1.547715 -5.748778 4.243071 1.0296 0.3105 0.6004 -0.253
C 3.019649 -5.362743 3.877139 -0.3579 0.7680 -0.2241 -0.395
C 3.088981 -4.240827 2.903367 0.4353 3.3384 -4.9115 0.320
N 3.154919 -3.376168 2.046369 -0.0026 -4.5381 3.3569 -0.337
H 1.989197 -6.100061 6.384903 0.0175 -0.1188 -0.0780 0.371
H 1.906898 -7.606343 5.382743 0.3292 0.1571 0.0212 0.361
H 0.454552 -6.754338 5.764939 0.0247 0.1067 0.2524 0.360
H 1.109346 -4.759889 4.377408 -0.8340 -0.3704 0.2141 0.245
H 1.089498 -6.290718 3.415761 -0.0531 0.2164 0.0089 0.328
H 3.578425 -6.227219 3.518588 0.2922 0.2435 -0.2339 0.415
H 3.523429 -4.922714 4.737766 0.1114 -0.2968 0.3595 0.308
C -2.114706 -2.601873 -2.207836 -0.6125 0.4296 0.2967 -0.956
C -3.323528 -1.659705 -2.420322 0.7242 -1.1905 -1.3943 -0.418
C -3.134962 -0.767588 -3.676235 -0.3820 0.4238 0.3712 0.388
C -2.755665 -1.526133 -4.865567 1.3783 -1.7103 -2.1734 0.063
N -2.416710 -2.139228 -5.806377 -0.9570 1.5710 2.3519 -0.458
H -2.357814 -3.142691 -1.293229 0.3966 -0.1816 0.0871 0.165
H -1.214982 -2.001678 -2.072312 0.2026 -0.1809 0.0326 0.137
H -1.976312 -3.329671 -3.007380 0.0031 0.2151 -0.0687 0.505
H -3.478937 -1.167079 -1.460486 -0.3938 0.5137 -0.4196 0.176
H -4.152883 -2.310180 -2.698059 -0.3663 0.1230 0.5863 0.328
H -2.419096 0.035329 -3.500268 0.3069 -0.1139 -0.0290 -0.348
H -4.044059 -0.261728 -4.001438 -0.3253 0.0826 0.4453 0.376
C 3.879789 3.951803 1.416731 -1.2049 0.6431 -1.7441 -1.276
C 3.251405 4.169551 -0.062022 0.9433 -0.7208 1.5621 0.045
C 3.355760 5.653405 -0.437778 -0.9550 -1.0852 -0.0294 -0.389
C 2.672260 5.951922 -1.745150 2.7531 -0.5807 4.0109 0.107
N 2.170288 6.187673 -2.722193 -1.7195 0.5044 -2.8289 -0.402
H 4.115023 2.896106 1.551918 0.0280 0.2240 0.2363 0.297
H 3.141828 4.306352 2.136314 -0.0725 -0.3473 0.1947 0.331
H 4.738346 4.602332 1.583420 0.2660 -0.3121 -0.2538 0.428
H 2.217517 3.824354 -0.059256 -0.1254 0.0538 0.0388 -0.096
H 3.772350 3.499588 -0.746041 0.1136 0.2731 -0.2096 0.336
H 4.415348 5.882371 -0.323921 -0.1900 0.6583 -0.7448 0.379
H 2.805926 6.136900 0.369694 0.0988 0.6094 -0.1948 0.255